C32H84F8N8O20PS8 | ωB97M-V/def2-TZVPD

Each atom is followed by the atoms it is bonded to, with distances in Å.
Element x y z (Å)
1 C -5.24 -2.95 0.51  C2 1.511, H10 1.090, H11 1.090, H12 1.090
2 C -4.10 -1.97 0.35  C1 1.511, C3 1.548, N6 1.510, H13 1.094
3 C -4.05 -1.20 -0.99  C2 1.548, O4 1.392, H14 1.096, H15 1.093
4 O -3.71 -1.95 -2.11  C3 1.392, C5 1.408
5 C -2.50 -2.68 -2.05  O4 1.408, H16 1.091, H17 1.094, H18 1.094
6 N -4.13 -0.94 1.45  C2 1.510, H7 1.022, H8 1.020, H9 1.021
7 H -3.83 -1.30 2.36  N6 1.022
8 H -3.42 -0.23 1.24  N6 1.020
9 H -5.03 -0.49 1.62  N6 1.021
10 H -6.19 -2.43 0.35  C1 1.090
11 H -5.17 -3.44 1.48  C1 1.090
12 H -5.17 -3.74 -0.23  C1 1.090
13 H -3.07 -2.29 0.51  C2 1.094
14 H -3.42 -0.31 -0.85  C3 1.096
15 H -5.08 -0.91 -1.21  C3 1.093
16 H -2.26 -3.27 -2.94  C5 1.091
17 H -2.46 -3.47 -1.30  C5 1.094
18 H -1.68 -1.97 -1.93  C5 1.094
19 C 0.29 -6.74 2.82  C20 1.544, H28 1.090, H29 1.091, H30 1.094
20 C -0.41 -6.63 1.45  C19 1.544, C21 1.543, N24 1.488, H31 1.090
21 C 0.57 -6.73 0.25  C20 1.543, O22 1.402, H32 1.100, H33 1.090
22 O 1.35 -5.59 0.05  C21 1.402, C23 1.421
23 C 0.57 -4.41 -0.11  O22 1.421, H34 1.089, H35 1.090, H36 1.098
24 N -1.44 -7.69 1.36  C20 1.488, H25 1.022, H26 1.016, H27 1.023
25 H -2.09 -7.52 0.59  N24 1.022
26 H -1.08 -8.64 1.28  N24 1.016
27 H -2.11 -7.59 2.12  N24 1.023
28 H -0.40 -6.57 3.64  C19 1.090
29 H 1.12 -6.02 2.79  C19 1.091
30 H 0.83 -7.66 3.07  C19 1.094
31 H -0.94 -5.68 1.51  C20 1.090
32 H -0.08 -6.98 -0.60  C21 1.100
33 H 1.32 -7.52 0.33  C21 1.090
34 H 1.02 -3.63 -0.73  C23 1.089
35 H 0.20 -3.98 0.82  C23 1.090
36 H -0.31 -4.69 -0.70  C23 1.098
37 C 6.89 -0.05 -0.56  C38 1.571, H46 1.090, H47 1.087, H48 1.092
38 C 6.08 0.82 0.47  C37 1.571, C39 1.545, N42 1.483, H49 1.088
39 C 5.19 0.08 1.49  C38 1.545, O40 1.425, H50 1.092, H51 1.095
40 O 4.55 0.99 2.37  C39 1.425, C41 1.414
41 C 3.99 0.30 3.47  O40 1.414, H52 1.087, H53 1.095, H54 1.092
42 N 7.10 1.61 1.18  C38 1.483, H43 1.019, H44 1.025, H45 1.019
43 H 7.71 2.21 0.61  N42 1.019
44 H 6.62 2.26 1.81  N42 1.025
45 H 7.70 1.00 1.73  N42 1.019
46 H 7.63 -0.68 -0.06  C37 1.090
47 H 7.26 0.54 -1.39  C37 1.087
48 H 6.15 -0.77 -0.92  C37 1.092
49 H 5.44 1.49 -0.11  C38 1.088
50 H 5.64 -0.79 1.98  C39 1.092
51 H 4.37 -0.35 0.90  C39 1.095
52 H 3.01 0.70 3.72  C41 1.087
53 H 4.65 0.37 4.34  C41 1.095
54 H 3.95 -0.79 3.36  C41 1.092
55 C -2.49 1.75 6.92  C56 1.498, H64 1.091, H65 1.089, H66 1.094
56 C -1.83 1.08 5.75  C55 1.498, C57 1.537, N60 1.526, H67 1.090
57 C -1.08 -0.19 6.19  C56 1.537, O58 1.429, H68 1.091, H69 1.092
58 O 0.21 0.06 6.76  C57 1.429, C59 1.419
59 C 1.17 0.25 5.73  O58 1.419, H70 1.091, H71 1.095, H72 1.091
60 N -2.90 0.73 4.73  C56 1.526, H61 1.028, H62 1.026, H63 1.039
61 H -2.47 -0.05 4.21  N60 1.028
62 H -3.82 0.48 5.11  N60 1.026
63 H -3.12 1.55 4.13  N60 1.039
64 H -3.07 1.13 7.61  C55 1.091
65 H -3.07 2.64 6.66  C55 1.089
66 H -1.78 2.19 7.62  C55 1.094
67 H -1.12 1.73 5.23  C56 1.090
68 H -1.08 -1.01 5.48  C57 1.091
69 H -1.63 -0.58 7.06  C57 1.092
70 H 2.14 0.37 6.22  C59 1.091
71 H 0.94 1.16 5.17  C59 1.095
72 H 1.28 -0.53 4.98  C59 1.091
73 C 3.98 7.29 -6.48  C74 1.550, H90 1.092, H91 1.089, H92 1.091
74 C 2.48 7.16 -6.83  C73 1.550, C75 1.534, H93 1.091, H94 1.089
75 C 1.94 5.73 -6.72  C74 1.534, C76 1.558, H95 1.091, H96 1.092
76 C 2.03 5.09 -5.30  C75 1.558, P77 1.781, H97 1.093, H98 1.094
77 P 2.09 3.31 -5.24  C76 1.781, C78 1.806, C82 1.811, C86 1.865
78 C 2.61 2.90 -3.56  P77 1.806, C79 1.554, H99 1.095, H100 1.091
79 C 1.70 3.49 -2.45  C78 1.554, C80 1.561, H101 1.090, H102 1.090
80 C 2.13 2.93 -1.06  C79 1.561, C81 1.523, H103 1.092, H104 1.093
81 C 1.01 3.19 -0.07  C80 1.523, H105 1.094, H106 1.093, H107 1.089
82 C 3.15 2.50 -6.46  P77 1.811, C83 1.577, H108 1.093, H109 1.092
83 C 4.65 2.96 -6.60  C82 1.577, C84 1.510, H110 1.092, H111 1.095
84 C 5.17 2.89 -8.01  C83 1.510, C85 1.540, H112 1.093, H113 1.098
85 C 5.50 1.50 -8.59  C84 1.540, H114 1.092, H115 1.093, H116 1.085
86 C 0.33 2.69 -5.32  P77 1.865, C87 1.536, H117 1.089, H118 1.094
87 C -0.22 2.42 -6.73  C86 1.536, C88 1.541, H119 1.090, H120 1.095
88 C -1.60 1.73 -6.65  C87 1.541, C89 1.527, H121 1.089, H122 1.094
89 C -2.16 1.51 -8.06  C88 1.527, H123 1.091, H124 1.093, H125 1.093
90 H 4.29 8.31 -6.72  C73 1.092
91 H 4.68 6.64 -6.99  C73 1.089
92 H 4.02 7.27 -5.39  C73 1.091
93 H 2.29 7.38 -7.88  C74 1.091
94 H 2.00 7.91 -6.19  C74 1.089
95 H 2.44 5.10 -7.46  C75 1.091
96 H 0.90 5.79 -7.03  C75 1.092
97 H 1.20 5.38 -4.65  C76 1.093
98 H 2.85 5.53 -4.72  C76 1.094
99 H 3.60 3.35 -3.50  C78 1.095
100 H 2.67 1.82 -3.37  C78 1.091
101 H 0.66 3.20 -2.64  C79 1.090
102 H 1.74 4.57 -2.50  C79 1.090
103 H 3.13 3.33 -0.85  C80 1.092
104 H 2.25 1.85 -1.14  C80 1.093
105 H 1.30 2.84 0.92  C81 1.094
106 H 0.14 2.53 -0.17  C81 1.093
107 H 0.57 4.19 0.04  C81 1.089
108 H 2.59 2.65 -7.39  C82 1.093
109 H 3.16 1.42 -6.32  C82 1.092
110 H 5.39 2.52 -5.93  C83 1.092
111 H 4.58 3.99 -6.24  C83 1.095
112 H 5.97 3.57 -8.32  C84 1.093
113 H 4.41 3.37 -8.65  C84 1.098
114 H 4.73 0.77 -8.31  C85 1.092
115 H 6.32 1.11 -7.98  C85 1.093
116 H 5.70 1.62 -9.65  C85 1.085
117 H -0.28 3.32 -4.69  C86 1.089
118 H 0.47 1.73 -4.80  C86 1.094
119 H 0.51 1.95 -7.38  C87 1.090
120 H -0.48 3.34 -7.27  C87 1.095
121 H -2.34 2.23 -6.03  C88 1.089
122 H -1.49 0.72 -6.25  C88 1.094
123 H -2.35 2.42 -8.63  C89 1.091
124 H -3.10 0.96 -8.08  C89 1.093
125 H -1.60 0.85 -8.72  C89 1.093
126 N -5.17 -0.64 5.62  S127 1.712, S131 1.583
127 S -5.69 -0.45 7.24  N126 1.712, O128 1.439, O129 1.456, F130 1.608, S131 2.430
128 O -4.78 -0.92 8.24  S127 1.439
129 O -7.12 -0.67 7.47  S127 1.456
130 F -5.60 1.15 7.25  S127 1.608
131 S -5.57 -2.17 5.52  N126 1.583, S127 2.430, O132 1.450, O133 1.429, F134 1.619
132 O -6.97 -2.53 5.42  S131 1.450
133 O -4.78 -3.17 6.17  S131 1.429
134 F -4.99 -2.26 4.01  S131 1.619
135 N -3.53 -7.61 3.45  S136 1.544, S140 1.676
136 S -3.64 -6.15 3.92  N135 1.544, O137 1.476, O138 1.449, F139 1.623, S140 2.408
137 O -2.33 -5.56 4.25  S136 1.476
138 O -4.84 -5.68 4.59  S136 1.449
139 F -3.80 -5.52 2.43  S136 1.623
140 S -3.33 -8.29 4.97  N135 1.676, S136 2.408, O141 1.411, O142 1.452, F143 1.634
141 O -4.34 -8.06 5.92  S140 1.411
142 O -1.96 -8.35 5.47  S140 1.452
143 F -3.63 -9.85 4.58  S140 1.634
144 N -1.59 -1.17 2.76  S145 1.506, S149 1.717
145 S -1.28 -2.61 3.02  N144 1.506, O146 1.428, O147 1.470, F148 1.574, S149 2.367
146 O -0.08 -2.93 3.74  S145 1.428
147 O -1.64 -3.50 1.91  S145 1.470
148 F -2.42 -2.85 4.08  S145 1.574
149 S -0.14 -0.87 1.89  N144 1.717, S145 2.367, O150 1.453, O151 1.439, F152 1.571
150 O 0.12 -1.66 0.69  S149 1.453
151 O 1.05 -0.52 2.61  S149 1.439
152 F -0.60 0.53 1.34  S149 1.571
153 N -3.64 3.16 3.55  S154 1.509, S158 1.735
154 S -3.57 4.46 4.32  N153 1.509, O155 1.445, O156 1.435, F157 1.597, S158 2.462
155 O -4.22 5.67 3.88  S154 1.445
156 O -2.33 4.61 5.02  S154 1.435
157 F -4.52 3.98 5.51  S154 1.597
158 S -2.38 3.48 2.39  N153 1.735, S154 2.462, O159 1.419, O160 1.443, F161 1.603
159 O -1.16 2.83 2.72  S158 1.419
160 O -2.37 4.77 1.76  S158 1.443
161 F -2.95 2.67 1.13  S158 1.603

Energy above the lowest of the compared OMol25 structures with the same formula, charge and spin: 297.26 kJ/mol
LUMO level: -3.79 eV
Total charge: +1
Molar mass: 1340.554 g/mol

Here are the Mulliken charges for atoms 1 to 99, given in e: C -1.38; C 1.62; C -0.62; O -0.43; C -0.39; N 0.27; H -0.36; H 0.10; H 0.48; H 0.43; H 0.36; H 0.34; H -0.72; H 0.37; H 0.35; H 0.42; H 0.01; H 0.25; C -1.59; C 2.13; C -0.92; O -0.42; C -0.49; N 0.02; H 0.50; H 0.41; H -0.01; H 0.25; H 0.39; H 0.43; H -0.87; H 0.41; H 0.34; H 0.31; H 0.20; H 0.28; C -1.39; C 0.34; C -0.69; O -0.37; C -0.60; N -0.19; H 0.36; H 0.34; H 0.38; H 0.44; H 0.41; H 0.36; H 0.02; H 0.50; H 0.37; H 0.03; H 0.36; H 0.36; C -1.61; C 0.90; C -0.40; O -0.53; C -0.66; N 0.91; H -0.44; H 0.81; H 0.24; H 0.22; H 0.26; H 0.45; H 0.20; H 0.17; H 0.29; H 0.36; H 0.37; H 0.22; C -1.10; C -0.76; C -0.53; C -1.14; P 0.98; C -1.21; C -0.78; C -0.18; C -1.60; C -1.06; C -0.44; C -0.74; C -1.25; C -1.27; C -0.70; C -0.34; C -1.45; H 0.39; H 0.24; H 0.30; H 0.41; H 0.30; H 0.32; H 0.32; H 0.77; H 0.55; H 0.54